one:
Formula: C5H12N2O
Source: OMol25
Level of theory: ωB97M-V with the def2-TZVPD basis set

Geometry as XYZ:
```
20
C5H12N2O | OMol25 | ωB97M-V with the def2-TZVPD basis set
C 1.032 -1.097 1.625
C -0.187 -0.143 1.643
C -0.215 0.620 0.398
C 0.167 1.924 0.121
N -0.166 2.491 -1.046
C 0.173 2.209 -2.227
N 1.053 -1.805 0.351
H 0.996 -1.718 2.522
H 1.946 -0.516 1.660
H -1.068 -0.779 1.671
H -0.203 0.392 2.581
H -0.588 0.027 -0.428
H 0.628 2.655 0.784
H 0.923 1.482 -2.531
H -0.234 2.782 -3.058
H 1.884 -2.376 0.254
H 0.249 -2.404 0.221
H -1.905 -1.592 -2.201
H -2.232 -0.615 -1.039
O -2.252 -1.536 -1.301
```

Highest occupied orbital energy (alpha / beta)   -13.3 / -13.3 eV
Spin multiplicity   2
Charge   +1
Expectation value of S²   0.761
Lowest unoccupied orbital energy (alpha / beta)   -4.55 / -7.56 eV

Atomic partial charges in e from the natural (NBO) method, atoms 1 to 4: atom 1 (C): -0.179, atom 2 (C): -0.512, atom 3 (C): 0.092, atom 4 (C): 0.062

***

two:
Formula: C5H12N2O
Source: OMol25
Level of theory: ωB97M-V with the def2-TZVPD basis set

Geometry as XYZ:
```
20
C5H12N2O | OMol25 | ωB97M-V with the def2-TZVPD basis set
C -1.248 0.916 -0.249
O -2.042 2.041 -0.563
C 0.146 1.032 -0.865
C 0.956 -0.284 -0.681
C 0.388 -1.154 0.370
C 1.018 -1.381 1.586
N 0.442 -2.005 2.613
N 0.075 1.421 -2.266
H -1.248 0.805 0.849
H -1.815 0.050 -0.606
H -1.741 2.812 -0.066
H 0.586 1.850 -0.293
H 2.007 -0.140 -0.394
H 1.079 -0.761 -1.652
H -0.502 -1.727 0.123
H 1.978 -0.932 1.826
H 1.034 -2.672 3.124
H -0.492 -2.356 2.413
H -0.818 1.875 -2.414
H 0.198 0.609 -2.853
```

Highest occupied orbital energy (alpha / beta)   -12.7 / -12.7 eV
Spin multiplicity   2
Charge   +1
Expectation value of S²   0.759
Lowest unoccupied orbital energy (alpha / beta)   -3.96 / -7.63 eV

Atomic partial charges in e from the natural (NBO) method, atoms 1 to 4: atom 1 (C): -0.088, atom 2 (O): -0.701, atom 3 (C): -0.050, atom 4 (C): -0.499

***

Energetically preferred structure: two | next structure: +0.0297 hartree

***

one:
Formula: C5H9N2O3
Source: OMol25
Level of theory: ωB97M-V with the def2-TZVPD basis set

Geometry as XYZ:
```
19
C5H9N2O3 | OMol25 | ωB97M-V with the def2-TZVPD basis set
C 1.302 -2.128 -0.555
O 1.621 -0.724 -0.201
C 0.848 0.217 -0.050
O 1.289 1.442 -0.035
C 2.651 1.651 0.024
C -0.566 0.044 0.622
O -0.199 -0.277 1.791
N -1.861 0.307 0.402
C -2.767 0.138 -0.694
N -3.983 0.347 -0.326
H 0.485 -2.228 -1.322
H 0.843 -2.662 0.381
H 2.310 -2.350 -0.876
H 2.709 2.852 0.085
H 3.308 1.245 -0.915
H 3.127 1.153 0.880
H -2.285 0.336 1.327
H -4.512 0.295 -1.161
H -4.322 0.341 0.622
```

Highest occupied orbital energy   -12.9 eV
Spin multiplicity   1
Charge   +1
Lowest unoccupied orbital energy   -4.20 eV
Structure (SMILES)   COC(OC)=C([O-])[NH+]=C=[NH2+]

Atomic partial charges in e from the natural (NBO) method, atoms 1 to 4: atom 1 (C): -0.273, atom 2 (O): -0.411, atom 3 (C): 0.837, atom 4 (O): -0.396

***

two:
Formula: C5H9N2O3
Source: OMol25
Level of theory: ωB97M-V with the def2-TZVPD basis set

Geometry as XYZ:
```
19
C5H9N2O3 | OMol25 | ωB97M-V with the def2-TZVPD basis set
C -1.583 -1.033 -0.142
C 2.307 -0.565 0.710
C -0.420 -0.210 -0.592
C 0.133 -0.614 -1.894
C -0.496 1.343 1.386
N 1.505 -1.398 0.955
N -0.139 0.900 0.090
O -1.286 -1.994 0.779
O 2.933 0.350 0.460
O -2.614 -0.861 -0.684
H 0.023 -1.617 -1.953
H 1.267 -0.203 -1.910
H -0.449 -0.172 -2.665
H 0.345 1.943 1.787
H -1.336 2.051 1.287
H -0.628 0.439 2.048
H 1.422 -2.392 0.778
H 0.498 1.442 -0.325
H -0.491 -1.974 1.273
```

Highest occupied orbital energy   -15.7 eV
Spin multiplicity   1
Charge   +1
Lowest unoccupied orbital energy   -5.02 eV

Atomic partial charges in e from the natural (NBO) method, atoms 1 to 4: atom 1 (C): 0.714, atom 2 (C): 0.888, atom 3 (C): 0.422, atom 4 (C): -0.676

***

Energetically preferred structure: two | next structure: +0.1113 hartree

***

one:
Formula: C2H11NO4
Source: OMol25
Level of theory: ωB97M-V with the def2-TZVPD basis set

Geometry as XYZ:
```
18
C2H11NO4 | OMol25 | ωB97M-V with the def2-TZVPD basis set
C 1.737 -1.183 1.705
C 0.817 -0.248 0.964
N 0.308 0.777 1.693
O 0.359 -0.545 -0.125
H 2.161 -1.865 0.979
H 1.256 -1.852 2.428
H 2.499 -0.648 2.266
H 0.249 0.888 2.686
H -0.336 1.388 1.206
O 0.530 3.453 -0.315
H 0.461 2.994 -1.164
H 0.324 4.354 -0.583
O 2.152 -0.833 -2.593
H 2.096 0.028 -3.011
H 1.397 -0.856 -1.990
O -5.115 -2.029 -1.645
H -4.858 -1.994 -0.721
H -6.039 -1.828 -1.781
```

Highest occupied orbital energy   -10.0 eV
Spin multiplicity   1
Charge   0
Lowest unoccupied orbital energy   0.57 eV
Structure (SMILES)   CC(N)=O.O.O.O

Atomic partial charges in e from the natural (NBO) method, atoms 1 to 4: atom 1 (C): -0.724, atom 2 (C): 0.686, atom 3 (N): -0.823, atom 4 (O): -0.645

***

two:
Formula: C2H11NO4
Source: OMol25
Level of theory: ωB97M-V with the def2-TZVPD basis set

Geometry as XYZ:
```
18
C2H11NO4 | OMol25 | ωB97M-V with the def2-TZVPD basis set
C 0.114 -2.087 -0.528
N -0.317 -0.689 -0.739
C -1.349 -0.396 -1.562
O -2.159 0.459 -1.294
H 1.155 -2.091 -0.223
H -0.090 -2.600 -1.463
H -0.466 -2.507 0.294
H -0.275 -0.085 0.073
H -1.525 -1.136 -2.350
O 0.784 1.345 1.296
H 0.038 1.828 0.916
H 0.983 1.824 2.107
O -1.556 2.851 0.487
H -1.327 2.491 -0.388
H -2.257 2.260 0.752
O 3.006 -0.697 1.120
H 2.267 -0.114 1.336
H 2.976 -0.655 0.168
```

Highest occupied orbital energy   -10.0 eV
Spin multiplicity   1
Charge   0
Lowest unoccupied orbital energy   0.69 eV
Structure (SMILES)   CNC=O.O.O.O

Atomic partial charges in e from the natural (NBO) method, atoms 1 to 4: atom 1 (C): -0.411, atom 2 (N): -0.619, atom 3 (C): 0.535, atom 4 (O): -0.643

***

Energetically preferred structure: one | next structure: +0.0019 hartree

***

one:
Formula: C5H13N2
Source: OMol25
Level of theory: ωB97M-V with the def2-TZVPD basis set

Geometry as XYZ:
```
20
C5H13N2 | OMol25 | ωB97M-V with the def2-TZVPD basis set
C -2.150 0.005 1.111
C -2.093 0.806 -0.222
C -0.621 1.384 -0.582
C 0.229 0.320 -0.204
N 0.424 -0.417 1.083
C 1.601 0.690 0.184
N 2.006 1.537 -0.741
H 1.690 1.402 1.094
H -2.449 0.518 1.879
H -2.746 -0.836 1.176
H -2.189 0.355 -1.120
H -2.646 1.637 0.100
H -0.439 2.291 0.093
H -0.645 1.447 -1.724
H -0.760 -0.237 1.520
H 0.297 -0.445 -0.973
H 2.761 -6.091 -0.899
H 2.565 0.296 -0.149
H 3.008 1.909 -0.989
H 2.158 -6.571 -0.636
```

Highest occupied orbital energy (alpha / beta)   -17.7 / -17.7 eV
Spin multiplicity   2
Charge   +2
Expectation value of S²   0.761
Lowest unoccupied orbital energy (alpha / beta)   -12.88 / -12.99 eV

Atomic partial charges in e from the natural (NBO) method, atoms 1 to 4: atom 1 (C): -0.093, atom 2 (C): -0.412, atom 3 (C): -0.407, atom 4 (C): -0.194

***

two:
Formula: C5H13N2
Source: OMol25
Level of theory: ωB97M-V with the def2-TZVPD basis set

Geometry as XYZ:
```
20
C5H13N2 | OMol25 | ωB97M-V with the def2-TZVPD basis set
C -0.100 -0.004 -2.013
C 0.311 0.932 -0.850
C 2.165 2.501 -1.008
N 1.024 2.132 -1.318
H 0.506 -0.912 -2.046
H -1.157 -0.290 -1.981
H 0.020 0.516 -2.963
H 0.897 0.396 -0.098
H -0.600 1.284 -0.353
H 2.867 1.878 -0.440
H 2.525 3.487 -1.335
C -0.773 -0.821 1.827
C -1.239 -1.379 2.923
N -0.802 -1.554 0.530
H -0.343 0.165 1.753
H -1.201 -0.796 3.834
H -1.658 -2.377 2.951
H -1.477 -2.324 0.570
H -1.074 -0.908 -0.223
H 0.109 -1.925 0.241
```

Highest occupied orbital energy (alpha / beta)   -18.8 / -18.8 eV
Spin multiplicity   2
Charge   +2
Expectation value of S²   0.759
Lowest unoccupied orbital energy (alpha / beta)   -8.41 / -12.32 eV

Atomic partial charges in e from the natural (NBO) method, atoms 1 to 4: atom 1 (C): -0.664, atom 2 (C): -0.308, atom 3 (C): 0.023, atom 4 (N): 0.080

***

Energetically preferred structure: two | next structure: +0.4532 hartree

***

one:
Formula: C2HBr2ClF2
Source: OMol25
Level of theory: ωB97M-V with the def2-TZVPD basis set

Geometry as XYZ:
```
8
C2HBr2ClF2 | OMol25 | ωB97M-V with the def2-TZVPD basis set
C -0.825 0.179 -0.055
C 0.820 -0.107 0.071
F -1.123 1.332 0.545
F 1.128 -0.290 1.374
Cl -1.578 -1.175 0.888
Br 1.557 1.507 -0.636
Br 1.241 -1.543 -1.157
H -1.220 0.096 -1.028
```

Highest occupied orbital energy   -10.6 eV
Spin multiplicity   1
Charge   0
Lowest unoccupied orbital energy   0.22 eV

Atomic partial charges in e from the natural (NBO) method, atoms 1 to 4: atom 1 (C): 0.181, atom 2 (C): 0.150, atom 3 (F): -0.315, atom 4 (F): -0.318

***

two:
Formula: C2HBr2ClF2
Source: OMol25
Level of theory: ωB97M-V with the def2-TZVPD basis set

Geometry as XYZ:
```
8
C2HBr2ClF2 | OMol25 | ωB97M-V with the def2-TZVPD basis set
C -0.875 0.463 0.674
C 0.737 -0.467 -0.657
F -1.968 0.323 -0.073
F 0.687 0.266 -1.763
Cl -0.386 2.062 0.953
Br 0.329 -2.285 -0.972
Br 2.342 -0.138 0.320
H -0.866 -0.225 1.517
```

Highest occupied orbital energy   -9.1 eV
Spin multiplicity   1
Charge   0
Lowest unoccupied orbital energy   -0.16 eV

Atomic partial charges in e from the natural (NBO) method, atoms 1 to 4: atom 1 (C): 0.193, atom 2 (C): 0.067, atom 3 (F): -0.318, atom 4 (F): -0.341

***

Energetically preferred structure: one | next structure: +0.0701 hartree

***

one:
Formula: CH3F3N2O
Source: OMol25
Level of theory: ωB97M-V with the def2-TZVPD basis set

Geometry as XYZ:
```
10
CH3F3N2O | OMol25 | ωB97M-V with the def2-TZVPD basis set
C 0.161 -0.365 0.919
N 1.820 -0.997 -0.410
N 2.972 0.761 0.628
O 0.838 -1.363 0.374
F 2.779 -1.920 -0.465
F 4.203 0.431 0.044
F 2.361 1.622 -0.194
H 0.154 0.528 0.231
H 0.760 0.078 1.854
H -0.982 -0.493 1.088
```

Highest occupied orbital energy (alpha / beta)   -10.6 / -9.3 eV
Spin multiplicity   1
Charge   0
Lowest unoccupied orbital energy (alpha / beta)   0.11 / -0.59 eV

Atomic partial charges in e from the natural (NBO) method, atoms 1 to 4: atom 1 (C): -0.294, atom 2 (N): 0.279, atom 3 (N): 0.399, atom 4 (O): -0.346

***

two:
Formula: CH3F3N2O
Source: OMol25
Level of theory: ωB97M-V with the def2-TZVPD basis set

Geometry as XYZ:
```
10
CH3F3N2O | OMol25 | ωB97M-V with the def2-TZVPD basis set
C -1.386 0.097 -0.306
N 0.609 -1.014 -0.180
N 1.888 0.431 0.418
O -0.537 -0.629 0.545
F 1.075 -1.958 0.678
F 2.053 1.194 -0.677
F 1.072 1.169 1.131
H -1.373 -0.437 -1.310
H -1.091 1.131 -0.486
H -2.310 0.016 0.186
```

Highest occupied orbital energy (alpha / beta)   -9.7 / -10.1 eV
Spin multiplicity   1
Charge   0
Lowest unoccupied orbital energy (alpha / beta)   -0.10 / -0.11 eV

Atomic partial charges in e from the natural (NBO) method, atoms 1 to 4: atom 1 (C): -0.274, atom 2 (N): 0.311, atom 3 (N): 0.385, atom 4 (O): -0.366

***

Energetically preferred structure: two | next structure: +0.0264 hartree